A structure of composition C10H22FHfN2O4S at a distorted geometry, computed with wB97M-V/def2-TZVPD.

The energy comes out at -36738.6825 eV. As for the HOMO-LUMO gap (spin up / spin down): 0.26064 / 0.25358 Eh. Its net charge is +2. As for the spin multiplicity: 2. The calculation puts the LUMO energy (spin up / spin down) at -8.31 / -9.01 eV.

```
41
Properties=species:S:1:pos:R:3:lowdin_spin:R:1
Hf 0.57 0.64 -1.62 0.812
F 0.45 0.87 0.67 0.011
C 2.92 -2.81 0.03 0.002
C 3.18 -1.38 -0.10 0.003
O 2.24 -0.80 -0.68 0.057
N 4.37 -0.83 0.27 0.001
C 5.50 -1.59 0.76 0.000
H 2.60 -2.83 1.08 0.000
H 3.72 -3.55 0.03 0.001
H 2.23 -3.16 -0.73 0.000
H 4.42 0.18 0.29 0.000
H 5.14 -2.30 1.50 0.000
H 6.34 -1.12 1.28 0.000
H 5.88 -2.32 0.04 0.000
C 0.15 5.06 0.03 0.000
C -0.53 3.98 -0.89 0.003
O 0.03 2.95 -1.17 0.034
N -1.77 3.98 -1.28 0.001
C -2.61 5.11 -1.26 0.000
H 0.66 4.53 0.84 0.000
H -0.48 5.69 0.66 0.000
H 0.72 5.76 -0.58 0.000
H -2.18 3.12 -1.62 0.003
H -3.18 5.07 -2.19 0.000
H -2.15 6.09 -1.15 0.000
H -3.38 5.09 -0.49 0.000
C -3.25 -2.03 1.17 0.000
C -3.40 -2.70 -0.07 0.000
C -2.15 -3.52 -0.38 0.000
S -0.80 -2.38 0.27 0.010
O -0.14 -1.51 -0.72 0.052
O -0.04 -2.99 1.35 0.003
C -1.96 -1.18 1.01 0.003
H -3.24 -2.59 2.11 0.000
H -4.18 -1.49 1.33 0.000
H -3.49 -2.06 -0.95 0.000
H -4.22 -3.41 0.02 0.000
H -1.93 -3.91 -1.38 0.000
H -2.25 -4.44 0.20 0.000
H -2.13 -0.35 0.33 0.004
H -1.67 -0.86 2.01 0.000
```


A cluster of 2 separate species, C2H8N2OP in total at a distorted geometry, computed with wB97M-V/def2-TZVPD.

The energy comes out at -16516.6292 eV. The calculation puts the energy above the lowest of the compared OMol25 structures with the same formula, charge and spin at 17.8 kcal/mol. As for the HOMO-LUMO gap: 0.23100 Eh. Its net charge is -1. As for the spin multiplicity: 1. The calculation puts the LUMO energy at 4.12 eV.

```
14
Properties=species:S:1:pos:R:3:nbo_charge:R:1
C -0.80 1.43 0.81 -0.432
C -1.03 -1.15 0.79 -0.424
N 2.14 -0.05 -1.00 -0.848
N -0.75 0.05 1.56 -0.633
O 3.15 -0.54 -2.02 -0.762
P 1.92 0.34 -2.56 0.851
H -0.49 2.10 1.59 0.191
H -0.19 1.36 -0.10 0.218
H -1.97 1.65 0.65 0.165
H -1.96 -1.11 0.18 0.169
H -0.39 -1.39 0.01 0.205
H -1.04 -1.93 1.54 0.183
H 0.21 0.05 1.69 0.348
H 1.19 -0.81 -3.16 -0.230
```


A structure of composition C33H37N4O5TeY at a distorted geometry, computed with wB97M-V/def2-TZVPD.

The energy comes out at -59352.7780 eV. The calculation puts the energy above the lowest of the compared OMol25 structures with the same formula, charge and spin at 0.0 kcal/mol. As for the HOMO-LUMO gap (spin up / spin down): 0.18081 / 0.32646 Eh. Its net charge is +1. As for the spin multiplicity: 2. The calculation puts the LUMO energy (spin up / spin down) at -2.60 / -2.61 eV.

```
81
Properties=species:S:1:pos:R:3:lowdin_spin:R:1
Y 0.33 -0.23 -0.19 0.068
N -1.14 1.80 -0.75 0.001
C -0.39 3.04 -1.13 0.000
C 0.71 2.72 -2.14 0.000
C 1.35 1.47 -1.60 0.002
O 1.82 1.48 -0.44 0.003
O 1.10 0.35 -2.16 0.005
H -1.69 1.48 -1.55 0.000
H -1.82 2.04 -0.03 0.000
H 0.06 3.42 -0.22 0.000
H -1.07 3.80 -1.52 0.000
H 1.42 3.54 -2.19 0.000
H 0.31 2.53 -3.14 0.000
C -8.23 -3.84 2.50 0.000
C -6.81 -3.42 2.27 0.000
C -5.82 -3.71 3.20 0.000
C -4.50 -3.36 3.00 0.000
C -3.49 -3.64 4.08 0.000
C -4.16 -2.72 1.79 0.000
Te -2.12 -2.26 1.73 0.002
N -1.53 -1.51 -0.06 0.004
C -1.77 -2.39 -1.09 0.001
O -2.51 -3.36 -1.01 0.001
C -0.96 -2.12 -2.33 0.001
C -1.50 -1.49 -3.44 0.001
C -0.72 -1.33 -4.57 0.000
C 0.58 -1.80 -4.60 0.000
C 1.12 -2.45 -3.50 0.000
C 0.35 -2.60 -2.35 0.001
C -1.07 -4.08 1.55 0.001
C 0.28 -3.85 1.78 0.003
C 1.19 -4.89 1.66 0.001
C 0.72 -6.16 1.32 0.000
C -0.63 -6.37 1.13 0.001
C -1.58 -5.34 1.24 0.000
C -3.03 -5.67 1.03 0.000
C -5.13 -2.35 0.86 0.000
C -4.88 -1.55 -0.39 0.000
C -6.45 -2.72 1.13 0.000
H -8.50 -3.76 3.55 0.000
H -8.38 -4.88 2.20 0.000
H -8.92 -3.23 1.92 0.000
H -6.09 -4.21 4.13 0.000
H -3.97 -4.13 4.93 0.000
H -3.02 -2.73 4.46 0.000
H -2.69 -4.31 3.75 0.000
H -2.53 -1.15 -3.42 0.000
H -1.14 -0.84 -5.44 0.000
H 1.18 -1.68 -5.50 0.000
H 2.13 -2.83 -3.53 0.000
H 0.74 -3.15 -1.50 0.000
H 0.65 -2.87 2.07 0.003
H 2.24 -4.72 1.83 0.000
H 1.41 -6.98 1.23 0.000
H -0.99 -7.36 0.88 0.000
H -3.12 -6.67 0.61 0.000
H -3.50 -4.97 0.35 0.000
H -3.58 -5.65 1.97 0.000
H -3.99 -0.92 -0.31 0.000
H -5.73 -0.91 -0.59 0.000
H -4.74 -2.21 -1.25 0.000
H -7.21 -2.44 0.41 0.000
O -1.98 2.51 6.88 0.000
C -1.11 1.50 7.36 0.000
N -0.09 1.14 6.40 -0.002
C -0.46 0.57 5.23 0.003
O -1.63 0.24 5.03 0.010
C 0.63 0.27 4.26 0.049
C 2.01 0.20 4.59 0.301
C 2.88 -0.11 3.53 0.033
C 2.41 -0.36 2.27 0.196
N 1.05 -0.27 1.93 0.177
C 0.23 0.06 2.98 0.102
H -2.50 2.11 6.18 0.000
H -1.67 0.60 7.60 0.000
H -0.63 1.88 8.25 0.000
H 0.80 1.62 6.43 0.001
H 2.38 0.32 5.60 0.021
H 3.95 -0.19 3.70 -0.004
H 3.09 -0.61 1.46 0.011
H -0.83 0.16 2.77 0.004
```


A cluster of 5 separate species, C3H15NO4 in total at a distorted geometry, computed with wB97M-V/def2-TZVPD.

The energy comes out at -13031.8723 eV. The calculation puts the energy above the lowest of the compared OMol25 structures with the same formula, charge and spin at 73.0 kcal/mol. As for the SMILES: C/C=C/N.O.O.O.O. As for the HOMO-LUMO gap: 0.32140 Eh. As for the spin multiplicity: 1. The calculation puts the LUMO energy at 0.49 eV.

```
23
Properties=species:S:1:pos:R:3:nbo_charge:R:1
C 0.23 -0.62 -2.51 -0.652
C 0.45 -1.45 -1.27 -0.276
C -0.26 -1.34 -0.16 -0.023
N -0.18 -2.19 0.96 -0.860
H -0.11 0.40 -2.25 0.222
H -0.55 -1.02 -3.13 0.217
H 1.21 -0.35 -2.90 0.218
H 1.38 -2.03 -1.26 0.196
H -0.99 -0.54 -0.08 0.206
H -1.01 -2.20 1.53 0.384
H 0.18 -3.11 0.77 0.385
H 2.55 -0.74 2.44 0.473
H 1.45 -1.78 2.14 0.486
O 2.42 -1.63 2.11 -0.956
H -2.74 3.66 -0.84 0.477
H -3.32 2.53 -0.09 0.472
O -3.07 3.45 0.06 -0.904
H 1.65 -0.06 1.24 0.553
H 1.52 1.78 1.03 0.532
O 1.59 0.89 1.32 -1.092
H -1.61 2.53 0.12 0.512
H -0.03 1.78 0.65 0.512
O -0.78 2.03 0.13 -1.081
```


A structure of composition C29H23F6N6O3SbTm at a distorted geometry, computed with wB97M-V/def2-TZVPD.

The energy comes out at -97893.9655 eV. As for the HOMO-LUMO gap (spin up / spin down): 0.24564 / 0.24666 Eh. Its net charge is +2. As for the spin multiplicity: 4. The calculation puts the LUMO energy (spin up / spin down) at -7.56 / -7.54 eV.

```
69
Properties=species:S:1:pos:R:3:lowdin_spin:R:1
Tm -0.17 0.66 0.42 2.011
O 7.78 -0.59 1.13 0.016
C 7.68 0.56 1.19 0.023
O 7.62 1.72 1.20 0.015
C 4.73 0.44 1.18 0.691
C 4.17 1.64 0.84 0.087
C 2.79 1.65 0.54 0.028
N 2.03 0.51 0.54 -0.022
C 2.61 -0.69 0.91 0.029
C 4.01 -0.72 1.23 0.089
C 1.81 -1.88 0.95 0.004
C 2.33 -3.15 1.31 0.001
C 1.56 -4.30 1.12 0.000
C 0.25 -4.17 0.65 0.001
C -0.23 -2.89 0.39 0.000
N 0.51 -1.76 0.55 0.002
C 2.10 2.88 0.21 0.005
C 2.62 4.15 0.52 0.001
C 1.94 5.32 0.18 0.000
C 0.70 5.20 -0.44 0.001
C 0.21 3.94 -0.72 0.000
N 0.84 2.79 -0.35 0.001
H 4.79 2.54 0.80 0.012
H 4.49 -1.65 1.50 0.012
H 3.33 -3.28 1.72 0.000
H 1.96 -5.25 1.41 0.000
H -0.38 -5.03 0.50 0.000
H -1.23 -2.76 -0.03 0.000
H 3.56 4.27 1.05 0.000
H 2.32 6.30 0.45 0.000
H 0.12 6.06 -0.73 0.000
H -0.76 3.84 -1.26 0.000
F -0.51 0.78 2.62 -0.002
Sb -1.79 2.49 2.94 0.000
F -1.24 2.68 4.80 0.000
F -0.13 3.26 2.38 0.000
F -2.78 4.15 2.85 0.000
F -3.32 1.40 3.50 0.000
F -1.87 2.14 0.77 -0.001
C 1.80 -1.07 -2.90 0.000
C 0.32 -0.84 -2.72 0.000
C -0.59 -1.86 -3.03 0.000
C -1.96 -1.67 -2.91 0.000
C -2.43 -0.40 -2.52 0.000
N -3.83 -0.06 -2.50 0.000
C -4.93 -0.92 -2.32 0.000
O -5.88 -0.92 -3.09 0.000
N -4.99 -1.66 -1.15 0.000
C -4.07 -1.66 -0.07 0.000
C -4.02 -2.72 0.83 0.000
C -3.22 -2.61 1.95 0.000
C -2.40 -1.49 2.10 0.000
N -2.47 -0.49 1.24 -0.001
C -3.40 -0.47 0.29 0.000
C -1.52 0.60 -2.11 -0.001
C -0.14 0.42 -2.26 -0.001
H 2.09 -2.12 -2.61 0.000
H 2.34 -0.34 -2.27 0.000
H 2.06 -0.98 -3.97 0.000
H -0.16 -2.78 -3.36 0.000
H -2.67 -2.44 -3.23 0.000
H -4.05 0.54 -3.28 0.000
H -5.85 -2.21 -1.03 0.000
H -4.63 -3.60 0.71 0.000
H -3.21 -3.36 2.70 0.000
H -1.73 -1.39 2.94 0.000
H -3.55 0.46 -0.30 0.000
H -1.94 1.58 -1.85 0.000
H 0.57 1.21 -2.10 0.000
```


The ion C8H13ClNO3P2 with charge +1 at a distorted geometry, computed with wB97M-V/def2-TZVPD.

The energy comes out at -47230.3284 eV. The calculation puts the energy above the lowest of the compared OMol25 structures with the same formula, charge and spin at 0.0 kcal/mol. As for the SMILES: CC[C@@H](Cl)c1ccc[nH+]c1PP(=O)(O)O. As for the HOMO-LUMO gap: 0.26887 Eh. Its net charge is +1. As for the spin multiplicity: 1. The calculation puts the LUMO energy at -5.22 eV.

```
28
Properties=species:S:1:pos:R:3:nbo_charge:R:1
C -1.09 3.00 -0.10 -0.640
C -1.68 1.86 -1.07 -0.435
C -1.99 0.46 -0.34 -0.212
Cl -2.21 -0.91 -1.58 -0.034
C -0.86 0.13 0.74 -0.009
C -1.21 0.09 2.27 -0.097
C -0.03 -0.22 3.26 -0.211
C 1.40 -0.46 2.66 0.088
N 1.67 -0.42 1.24 -0.490
C 0.59 -0.15 0.28 0.007
P 1.14 -0.19 -1.56 0.151
P 1.70 -2.31 -1.82 2.002
O 3.17 -2.44 -1.40 -1.050
O 1.33 -2.91 -3.36 -0.941
O 0.78 -3.18 -0.67 -0.956
H -0.89 3.92 -0.77 0.247
H -1.86 3.32 0.69 0.227
H -0.08 2.73 0.37 0.205
H -1.01 1.63 -1.97 0.240
H -2.67 2.28 -1.49 0.244
H -2.99 0.56 0.22 0.249
H -2.28 0.30 2.62 0.272
H -0.25 -0.22 4.38 0.281
H 2.32 -0.67 3.33 0.268
H 2.64 -0.60 0.91 0.476
H 2.30 0.65 -1.68 0.072
H 1.89 -2.42 -4.01 0.524
H 0.16 -3.81 -1.13 0.522
```